No. 1
98
Properties=species:S:1:pos:R:3 method="wB97M-V/def2-TZVPD" charge=+2 homo_energy_ev="-13.432 / -13.444" multiplicity=2 de_lowest_kj_mol=58.6 orbital_gap_ev="5.4929 / 5.4529" s2=0.78
Tc 1.85 1.25 1.49
C 2.09 -4.20 1.21
C 1.09 -3.31 0.53
C 0.00 -3.76 -0.14
C -0.94 -2.87 -0.72
N -0.73 -1.58 -0.73
N 0.39 -1.15 -0.11
B 0.78 0.33 -0.31
N 1.58 0.47 -1.62
N 0.90 0.00 -2.68
C 1.45 0.14 -3.86
C 2.73 0.73 -3.99
C 3.42 1.17 -2.91
C 4.78 1.82 -3.00
C 2.77 1.04 -1.66
S 3.47 1.67 -0.22
C 0.70 -0.32 -5.11
C 1.59 -1.32 -5.87
C 0.42 0.92 -5.97
C -0.63 -1.00 -4.76
N -0.29 1.28 0.07
N -1.13 0.62 1.00
C -2.26 1.13 1.29
C -2.71 2.39 0.72
C -1.94 3.09 -0.12
C -2.41 4.41 -0.65
C -0.62 2.56 -0.50
S 0.34 3.38 -1.54
C -3.15 0.37 2.26
C -4.49 0.10 1.57
C -3.37 1.25 3.51
C -2.51 -0.95 2.68
C 1.23 -1.90 0.56
S 2.43 -1.09 1.51
C -2.24 -3.40 -1.32
C -3.10 -2.26 -1.88
C -3.03 -4.11 -0.20
C -1.92 -4.41 -2.43
H 1.85 -5.25 1.04
H 2.10 -4.01 2.29
H 3.10 -4.01 0.84
H -0.17 -4.83 -0.21
H 3.17 0.83 -4.98
H 5.15 1.79 -4.02
H 5.49 1.31 -2.35
H 4.73 2.86 -2.66
H 2.51 -0.85 -6.24
H 1.04 -1.69 -6.74
H 1.86 -2.18 -5.25
H 1.35 1.41 -6.29
H -0.19 1.65 -5.43
H -0.12 0.62 -6.87
H -0.47 -1.87 -4.11
H -1.12 -1.33 -5.68
H -1.30 -0.32 -4.23
H -3.68 2.78 1.01
H -3.40 4.65 -0.26
H -2.45 4.39 -1.74
H -1.72 5.21 -0.39
H -5.08 1.01 1.45
H -5.08 -0.59 2.19
H -4.36 -0.36 0.59
H -3.88 2.19 3.26
H -2.42 1.48 4.00
H -4.00 0.71 4.22
H -2.28 -1.57 1.81
H -3.19 -1.50 3.33
H -1.57 -0.79 3.22
H -3.17 -1.43 -1.18
H -4.11 -2.64 -2.07
H -2.69 -1.88 -2.82
H -3.38 -3.39 0.56
H -2.44 -4.88 0.31
H -3.91 -4.60 -0.63
H -1.23 -3.98 -3.17
H -2.84 -4.69 -2.94
H -1.47 -5.33 -2.03
C 1.15 -0.29 5.84
C 1.69 0.28 4.55
S 0.58 0.86 3.45
C 3.10 0.38 4.31
C 4.12 -0.15 5.28
S 3.69 1.17 2.96
H 0.07 -0.22 5.87
H 1.57 0.23 6.70
H 1.44 -1.34 5.92
H 3.71 -0.27 6.29
H 4.99 0.50 5.32
H 4.45 -1.13 4.93
C 0.01 4.15 2.57
S 1.52 3.76 1.68
C 2.72 4.37 2.88
H 0.05 5.21 2.82
H -0.08 3.55 3.48
H -0.83 3.97 1.91
H 2.62 3.85 3.83
H 2.54 5.44 3.00
H 3.72 4.22 2.46

---

No. 2
16
Properties=species:S:1:pos:R:3 method="wB97M-V/def2-TZVPD" homo_energy_ev=-8.442 de_lowest_kj_mol=429.6 orbital_gap_ev=9.6065
C -1.15 -1.21 -1.95
C -0.16 -1.54 -1.00
O 0.24 0.25 -0.63
C -0.07 0.65 0.67
C 1.03 0.52 1.67
C 0.58 1.88 1.21
H -0.91 -1.31 -3.00
H -0.67 0.07 -1.42
H -2.20 -1.37 -1.68
H -0.44 -1.83 0.01
H 0.84 -1.82 -1.29
H -1.09 0.43 0.98
H 0.79 0.19 2.68
H 1.98 0.16 1.28
H 0.01 2.50 1.90
H 1.24 2.43 0.54

---

No. 3
12
Properties=species:S:1:pos:R:3 method="wB97M-V/def2-TZVPD" charge=-1 homo_energy_ev="0.447 / -7.521" multiplicity=2 de_lowest_kj_mol=18.3 orbital_gap_ev="3.3383 / 11.1596" s2=0.75
O -9.70 20.62 7.94
H -9.29 21.38 8.35
H -9.08 20.35 7.26
O -11.65 27.39 10.07
H -12.08 26.69 10.56
H -11.36 26.97 9.25
O -9.57 23.77 9.63
H -10.08 23.57 8.84
H -9.73 24.70 9.78
O -9.27 21.60 11.37
H -9.39 22.39 10.85
H -10.06 21.08 11.21

---

No. 4
13
Properties=species:S:1:pos:R:3 method="wB97M-V/def2-TZVPD" homo_energy_ev=-8.788 de_lowest_kj_mol=212.1 orbital_gap_ev=9.0481
C 0.94 0.41 -0.73
C 1.45 -0.05 0.56
C -0.30 0.58 -1.08
C 0.89 -1.18 0.94
C -1.44 0.54 -0.11
C -2.81 -0.10 -0.50
O -2.75 1.15 -0.57
Br 1.57 -2.21 2.47
H 1.70 0.67 -1.48
H 2.41 0.22 1.06
H -0.43 0.79 -2.12
H -1.19 0.76 0.99
H -0.03 -1.59 0.56